# 1
Molecular formula: C26H54B2BrNO16
Method: DFT, wB97M-V/def2-TZVPD

```
100
Properties=species:S:1:pos:R:3:mulliken_charge:R:1
C 8.49960 -1.08894 -2.52156 -0.730
C 7.32344 -1.10704 -3.16329 -0.449
C 6.07388 -0.59134 -2.49417 -0.537
B 4.96551 -1.69390 -2.15499 -0.574
B 5.26837 -3.28087 -2.60374 0.916
N 5.87993 -4.27543 -1.77438 -0.536
O 4.93630 -3.67818 -3.92322 -0.612
C 3.65364 -1.16478 -1.42141 0.026
Br 3.97518 -1.25008 0.51166 -0.207
C 2.33026 -1.80608 -1.83469 -0.429
C 1.75299 -0.98724 -3.00781 -1.207
H 9.36661 -0.71079 -3.04433 0.260
H 8.54061 -1.42811 -1.49511 0.261
H 7.20580 -1.47264 -4.17703 0.365
H 6.28056 0.00028 -1.60457 0.386
H 5.58241 0.07452 -3.21218 0.337
H 6.71155 -3.93598 -1.29998 0.262
H 6.20839 -5.04695 -2.35101 0.265
H 4.02503 -3.99506 -3.98394 0.293
H 3.56694 -0.10418 -1.65101 0.283
H 2.43012 -2.83773 -2.16406 0.205
H 1.61620 -1.75788 -1.01753 0.439
H 1.57486 0.03834 -2.70150 0.271
H 2.48765 -0.99026 -3.81175 0.381
H 0.85299 -1.49843 -3.33772 0.312
C 1.55273 1.53044 2.42086 -1.118
C 2.50568 2.19251 1.44944 0.357
O 1.81107 3.01490 0.49322 -0.359
C 1.36031 4.18060 0.94343 0.787
O 1.47329 4.60628 2.06438 -0.542
O 0.72516 4.78799 -0.06281 -0.373
C 0.08422 6.01046 0.31166 -0.783
H 0.78512 0.97312 1.88040 0.212
H 2.09317 0.84173 3.06988 0.409
H 1.04510 2.26491 3.04499 0.346
H 3.00860 1.42944 0.86347 -0.170
H 3.26567 2.77605 1.96937 0.276
H 0.78402 6.68781 0.79543 0.371
H -0.76024 5.80470 0.96845 0.324
H -0.28128 6.47014 -0.60271 0.253
C -1.84970 3.38561 -0.52611 -0.984
C -1.94944 2.10321 -1.32383 -0.339
O -2.83838 1.14696 -0.72337 -0.309
C -4.14018 1.39318 -0.87888 0.741
O -4.62260 2.31778 -1.47894 -0.566
O -4.81793 0.43061 -0.25034 -0.265
C -6.23789 0.60558 -0.25868 -0.606
H -1.56619 3.17255 0.50698 0.252
H -1.10623 4.03435 -0.96792 0.294
H -2.80229 3.91535 -0.49936 0.442
H -0.97497 1.61747 -1.35662 0.246
H -2.25351 2.29740 -2.35278 0.374
H -6.61420 0.73883 -1.27051 0.334
H -6.51546 1.45584 0.36232 0.319
H -6.67458 -0.29708 0.16187 0.098
C 2.30662 6.13880 5.13271 -1.124
C 3.32315 6.66733 4.14465 -0.016
O 4.43092 7.29866 4.80929 -0.366
C 5.31773 6.47214 5.35838 0.762
O 5.28482 5.26864 5.33092 -0.557
O 6.25678 7.21094 5.95691 -0.346
C 7.23443 6.45007 6.66771 -0.634
H 1.98088 6.93499 5.80482 0.367
H 1.43894 5.74499 4.60438 0.305
H 2.72641 5.34412 5.74788 0.291
H 2.86684 7.43661 3.52446 0.275
H 3.67969 5.88159 3.47985 0.238
H 7.68698 5.69595 6.02754 0.294
H 6.78234 5.98174 7.54096 0.293
H 8.00126 7.14682 6.99463 0.219
C -9.75017 -5.27670 1.95755 -1.085
C -8.60491 -5.13213 2.93731 -0.170
O -7.33095 -5.29697 2.29731 -0.390
C -6.91177 -4.25854 1.57634 0.748
O -7.48964 -3.21042 1.43465 -0.565
O -5.73900 -4.58033 1.02796 -0.383
C -5.21620 -3.57996 0.15257 -0.460
H -9.67977 -6.22855 1.42903 0.294
H -10.70503 -5.23695 2.48194 0.350
H -9.73547 -4.48563 1.20945 0.303
H -8.66107 -5.91657 3.68964 0.295
H -8.64104 -4.17558 3.45867 0.313
H -5.16199 -2.61286 0.64822 0.235
H -5.83133 -3.51198 -0.74415 0.323
H -4.21374 -3.88828 -0.13115 0.174
C -3.32095 -6.58742 -4.04697 -1.105
C -2.90175 -5.47989 -4.99037 -0.163
O -3.28611 -4.18687 -4.49978 -0.389
C -2.53498 -3.70014 -3.51350 0.828
O -1.57115 -4.23161 -3.02322 -0.578
O -3.03825 -2.51758 -3.15421 -0.355
C -2.38018 -1.91902 -2.03593 0.372
H -4.39169 -6.52970 -3.84577 0.291
H -3.09851 -7.56138 -4.48304 0.366
H -2.80430 -6.51251 -3.09135 0.309
H -3.40984 -5.59613 -5.94579 0.305
H -1.82948 -5.50294 -5.18508 0.298
H -1.30702 -1.85146 -2.20187 -0.294
H -2.58671 -2.48858 -1.13076 0.146
H -2.78271 -0.91675 -1.91676 -0.022
```

Computed properties:
**LUMO**: 0.177 eV
**E_tot**: -4905.4562 hartree
**Orbital gap**: 8.601 eV
**Net charge**: 0

***

# 2
Molecular formula: C26H54BN6O7PS
Method: DFT, wB97M-V/def2-TZVPD

```
96
Properties=species:S:1:pos:R:3:mulliken_charge:R:1
C -2.93564 -1.66770 4.92627 -1.189
C -2.83922 -0.14055 5.10930 -0.069
C -4.10075 0.62366 4.65939 -0.917
C -3.81259 2.04252 4.13638 -0.502
C -4.60871 2.47547 2.89488 -0.928
C -4.72278 1.42698 1.77397 -0.011
C -4.42361 1.95431 0.37048 -1.323
C -3.05638 2.61767 0.11118 -0.980
C -2.02750 1.73161 -0.61442 -1.414
C -1.34424 0.59908 0.19517 0.455
N -1.44633 0.90104 1.62568 -0.255
C -0.69549 1.56500 2.28655 0.754
S 0.26075 2.45271 3.14084 -0.323
C -2.12857 -0.72130 -0.00247 -0.802
C -1.64987 -1.81831 0.96966 -1.961
C -2.14849 -1.11563 -1.50717 0.096
P -2.54641 -2.84412 -1.76132 0.476
O -1.40313 -3.74660 -1.54336 -0.673
O -3.77001 -3.09031 -0.75880 -0.456
O -3.15712 -2.86180 -3.23305 -0.502
C -0.84697 -0.70922 -2.25178 -0.974
B -0.55731 -1.50080 -3.65953 1.191
O -1.06958 -0.84292 -4.76288 -0.667
O 0.03025 -2.69027 -3.81797 -0.515
N 0.27966 -0.73538 -1.26617 1.110
N 1.51755 -0.77650 -1.93101 -0.552
C 2.62130 -1.40796 -1.21422 -0.982
C 2.69031 -2.88509 -1.54425 -0.164
C 3.95175 -3.50673 -0.94829 -1.440
C 0.13967 0.33249 -0.16389 0.561
C 0.98585 1.57674 -0.44450 -2.286
C 2.33985 1.61686 0.27489 -0.725
C 2.80976 3.05579 0.52896 -0.128
C 3.74501 3.19374 1.74776 -1.392
N 5.10484 3.65174 1.46249 -0.396
C 5.88519 2.78156 0.66190 0.468
N 6.15047 1.58206 0.96895 -0.632
N 6.40608 3.30594 -0.54152 -0.575
H -2.15743 -2.02222 4.24870 0.229
H -2.77709 -2.19249 5.86686 0.334
H -3.89239 -1.97059 4.50251 0.318
H -2.69097 0.07214 6.16888 0.496
H -1.96710 0.23945 4.57700 -0.015
H -4.74557 0.71642 5.53504 0.445
H -4.64334 0.02557 3.92864 0.447
H -4.07029 2.74491 4.93332 0.478
H -2.74488 2.18661 3.96992 0.009
H -4.12735 3.37022 2.49367 0.393
H -5.60567 2.78640 3.20971 0.361
H -4.13188 0.53715 1.99805 -0.183
H -5.75844 1.07577 1.75449 0.669
H -4.55461 1.15850 -0.36950 0.394
H -5.19365 2.69475 0.13908 0.494
H -3.24171 3.43362 -0.59222 0.475
H -2.62905 3.09052 0.99452 0.553
H -2.57063 1.32008 -1.46433 0.413
H -1.28024 2.39896 -1.04212 0.559
H -3.16136 -0.49454 0.25994 0.972
H -2.48605 -2.42071 1.31326 0.583
H -1.16967 -1.39919 1.85014 0.409
H -0.95060 -2.52642 0.51808 0.124
H -2.94515 -0.53632 -1.97637 0.654
H -4.10673 -3.99498 -0.81287 0.423
H -3.80489 -3.56737 -3.35814 0.337
H -0.95323 0.33256 -2.55752 -0.113
H -0.38447 -0.52988 -5.36316 0.328
H 0.29749 -3.15530 -3.01546 0.253
H 0.22134 -1.64748 -0.80105 0.332
H 1.70511 0.04120 -2.48652 0.338
H 3.54385 -0.95369 -1.57915 0.614
H 2.56885 -1.25179 -0.12882 0.485
H 2.73584 -2.92438 -2.63449 0.287
H 1.79763 -3.42295 -1.18615 0.193
H 3.80573 -4.56977 -0.76191 0.383
H 4.18331 -3.05582 0.02211 0.322
H 4.78693 -3.34974 -1.62822 0.298
H 0.58177 -0.13448 0.71776 0.861
H 0.41452 2.42789 -0.06869 0.616
H 1.09636 1.74897 -1.51678 0.626
H 2.23667 1.11324 1.23718 0.595
H 3.11006 1.12672 -0.32105 0.013
H 1.94269 3.70191 0.69612 0.498
H 3.30972 3.45347 -0.35756 0.345
H 3.83487 2.22747 2.24470 0.419
H 3.32624 3.88637 2.47666 0.422
H 5.08815 4.58219 1.06833 0.300
H 5.72417 1.34426 1.86066 0.282
H 5.98886 2.85900 -1.34717 0.276
H 6.26276 4.30340 -0.61647 0.248
C 4.03735 -3.26791 -6.02312 -0.795
C 4.82945 -2.75196 -4.80281 0.470
O 6.05000 -2.96245 -4.77675 -0.727
O 4.13648 -2.15544 -3.92688 -0.605
H 4.69396 -3.77045 -6.73155 0.305
H 3.26365 -3.96519 -5.69391 0.168
H 3.54306 -2.43200 -6.52274 0.215
```

Computed properties:
**LUMO**: -0.587 eV
**E_tot**: -2642.7819 hartree
**Orbital gap**: 5.769 eV
**Net charge**: 0